{
  "formula": "C6H9N",
  "method": "the ωB97M-V functional and the def2-TZVPD basis",
  "species": ["C", "C", "C", "C", "C", "C", "N", "H", "H", "H", "H", "H", "H", "H", "H", "H"],
  "coordinates": [[1.64, 0.86, 1.61], [1.07, -0.08, 0.64], [1.12, -0.96, -0.24], [0.55, -1.80, -1.15], [-1.26, -0.32, -0.13], [-1.23, 0.82, -1.03], [-2.43, 0.34, -0.33], [1.34, 1.89, 1.40], [2.74, 0.83, 1.60], [1.31, 0.63, 2.63], [0.42, -2.86, -0.93], [0.57, -1.54, -2.21], [-0.97, -1.13, 0.51], [-1.26, 0.69, -2.11], [-0.75, 1.73, -0.68], [-2.88, 0.88, 0.41]],
  "nbo_charge": [-0.6740, -0.0723, -0.0639, -0.5332, 0.0550, -0.2600, -0.5974, 0.2193, 0.2265, 0.2255, 0.2118, 0.2100, 0.2706, 0.2027, 0.1949, 0.3845],
  "total_charge": 0,
  "homo_ev": [-7.2, -7.2],
  "gap_ha": [0.2846, 0.2842],
  "mol_weight_g_mol": 95.14,
  "energy_ha": -288.52536,
  "e_above_lowest_kcal_mol": 161.1
}

{
  "formula": "C37H23BrCl2F3N6O4S2V",
  "method": "the ωB97M-V functional and the def2-TZVPD basis",
  "species": ["V", "C", "C", "C", "C", "N", "C", "N", "C", "N", "C", "N", "C", "C", "C", "C", "C", "N", "C", "C", "C", "C", "C", "C", "H", "H", "H", "H", "H", "H", "H", "H", "H", "H", "H", "H", "Cl", "C", "C", "C", "Cl", "C", "C", "C", "C", "N", "C", "C", "O", "H", "H", "H", "H", "F", "C", "F", "F", "Br", "C", "C", "C", "C", "C", "C", "C", "O", "O", "H", "H", "H", "H", "C", "O", "C", "S", "S", "H", "H", "H"],
  "coordinates": [[0.20, -0.29, -0.34], [1.30, -3.66, 2.00], [2.18, -3.21, 2.98], [2.58, -1.91, 2.95], [2.11, -1.05, 1.94], [1.23, -1.47, 1.03], [0.87, -2.78, 1.05], [2.60, 0.24, 1.99], [2.11, 1.21, 1.33], [0.97, 1.27, 0.52], [0.66, 2.66, 0.34], [-0.39, 3.25, -0.02], [-1.64, 2.69, -0.27], [-2.35, 3.20, -1.35], [-3.63, 2.74, -1.58], [-4.18, 1.82, -0.69], [-3.41, 1.42, 0.38], [-2.16, 1.83, 0.60], [1.85, 3.43, 0.80], [2.11, 4.78, 0.73], [3.31, 5.22, 1.28], [4.19, 4.33, 1.90], [3.90, 2.97, 1.98], [2.71, 2.56, 1.41], [0.98, -4.69, 1.94], [2.56, -3.88, 3.74], [3.31, -1.50, 3.63], [0.20, -3.10, 0.26], [-1.88, 3.92, -2.00], [-4.19, 3.09, -2.44], [-5.19, 1.44, -0.81], [-3.81, 0.73, 1.12], [1.42, 5.46, 0.25], [3.57, 6.27, 1.23], [5.12, 4.70, 2.31], [4.57, 2.26, 2.45], [-3.25, -2.95, -1.51], [-3.19, -2.48, 0.15], [-4.20, -2.95, 1.03], [-4.18, -2.58, 2.34], [-5.43, -3.17, 3.40], [-3.17, -1.73, 2.86], [-3.07, -1.31, 4.21], [-2.05, -0.50, 4.58], [-1.10, -0.10, 3.61], [-1.15, -0.47, 2.36], [-2.17, -1.28, 1.98], [-2.21, -1.66, 0.61], [-1.25, -1.20, -0.21], [-4.97, -3.60, 0.65], [-3.82, -1.64, 4.92], [-1.95, -0.16, 5.60], [-0.27, 0.54, 3.88], [0.34, -1.46, -2.92], [1.18, -1.30, -1.86], [2.21, -0.56, -2.29], [1.63, -2.53, -1.59], [-3.39, 1.83, -7.75], [-2.30, 1.76, -6.19], [-1.24, 2.64, -6.07], [-0.45, 2.58, -4.93], [-0.73, 1.66, -3.93], [-1.79, 0.78, -4.08], [-2.59, 0.82, -5.21], [0.14, 1.64, -2.70], [1.13, 2.33, -2.60], [-0.33, 0.85, -1.77], [-1.03, 3.35, -6.85], [0.39, 3.24, -4.80], [-1.99, 0.06, -3.29], [-3.42, 0.14, -5.34], [3.95, -5.51, 0.02], [3.86, -4.10, 0.10], [5.01, -3.38, 0.26], [6.47, -4.21, 0.44], [4.71, -1.72, 0.27], [2.92, -5.84, -0.16], [4.33, -5.94, 0.95], [4.60, -5.82, -0.79]],
  "nbo_charge": [1.5899, -0.2080, -0.1505, -0.2159, 0.4350, -0.5553, 0.0520, -0.4980, 0.4794, -0.7122, 0.4908, -0.4811, 0.3789, -0.2578, -0.1578, -0.2959, 0.0461, -0.4721, 0.0038, -0.1945, -0.2036, -0.2081, -0.1570, -0.0916, 0.2153, 0.2181, 0.2399, 0.2104, 0.2303, 0.2150, 0.2146, 0.1818, 0.2284, 0.2078, 0.2104, 0.2392, 0.0457, -0.0920, -0.2303, -0.0359, -0.0016, -0.0518, -0.1551, -0.2506, 0.0903, -0.3958, 0.1104, 0.3309, -0.6517, 0.2431, 0.2273, 0.2224, 0.2048, -0.3448, 0.6988, -0.3078, -0.3197, 0.0311, -0.0676, -0.2574, -0.1474, -0.1686, -0.0932, -0.2715, 0.7912, -0.5934, -0.7465, 0.2235, 0.2407, 0.2274, 0.2241, -0.2613, -0.5591, 0.0080, -0.3561, -0.3332, 0.1659, 0.1839, 0.1952],
  "total_charge": -1,
  "multiplicity": 2,
  "homo_ev": [-3.7, -3.7],
  "gap_ha": [0.1642, 0.1739],
  "mol_weight_g_mol": 938.51,
  "energy_ha": -7587.85906,
  "e_above_lowest_kcal_mol": 16.5
}

{
  "formula": "C6H8N2S2",
  "method": "the ωB97M-V functional and the def2-TZVPD basis",
  "species": ["C", "C", "C", "C", "C", "C", "N", "N", "S", "S", "H", "H", "H", "H", "H", "H", "H", "H"],
  "coordinates": [[-1.79, 0.77, 0.90], [-2.56, -0.34, 1.22], [-1.54, 0.74, -0.55], [-0.69, 1.79, -1.14], [1.10, 0.17, -0.16], [2.47, -1.84, 0.11], [-2.04, -0.26, -1.20], [2.31, -0.35, 0.13], [1.04, 1.88, -0.44], [-2.84, -1.36, -0.17], [-1.18, 1.43, 1.41], [-3.09, -0.63, 2.04], [-0.63, 1.55, -2.19], [-1.19, 2.70, -1.02], [2.45, -2.09, 1.20], [1.62, -2.16, -0.41], [3.42, -2.20, -0.25], [3.12, 0.20, 0.52]],
  "nbo_charge": [-0.3038, -0.3649, 0.2191, -0.5337, -0.1308, -0.3986, -0.5768, -0.5961, 0.2137, 0.5654, 0.2304, 0.2185, 0.2393, 0.2274, 0.1904, 0.2307, 0.2030, 0.3667],
  "total_charge": 0,
  "homo_ev": -8.2,
  "gap_ha": 0.3238,
  "mol_weight_g_mol": 172.28,
  "energy_ha": -1139.21109,
  "e_above_lowest_kcal_mol": 68.0
}

{
  "formula": "C7H12N2O5S",
  "method": "the ωB97M-V functional and the def2-TZVPD basis",
  "species": ["N", "C", "C", "C", "O", "O", "C", "O", "N", "C", "C", "S", "C", "O", "O", "H", "H", "H", "H", "H", "H", "H", "H", "H", "H", "H", "H"],
  "coordinates": [[2.38, 0.77, -1.58], [1.61, 1.31, -0.51], [0.53, 2.12, -1.18], [-0.18, 3.07, -0.18], [0.40, 3.94, 0.52], [-1.48, 2.81, -0.02], [0.76, 0.30, 0.29], [0.29, 0.68, 1.34], [0.53, -0.93, -0.23], [-0.53, -1.78, 0.16], [-0.21, -2.41, 1.47], [-1.34, -3.90, 1.77], [-1.82, -0.96, 0.28], [-2.15, 0.01, -0.43], [-2.59, -1.33, 1.33], [2.49, 1.47, -2.31], [3.24, 0.35, -1.23], [2.15, 1.83, 0.30], [1.01, 2.89, -1.85], [-0.15, 1.54, -1.83], [-1.76, 1.94, -0.45], [0.99, -1.23, -1.10], [-0.70, -2.58, -0.60], [0.84, -2.79, 1.43], [-0.35, -1.70, 2.33], [-0.64, -4.70, 0.94], [-3.33, -0.71, 1.36]],
  "nbo_charge": [-0.8531, -0.1377, -0.5286, 0.8040, -0.5926, -0.6793, 0.6811, -0.6178, -0.6291, -0.1869, -0.4910, -0.0496, 0.8285, -0.6493, -0.6656, 0.3796, 0.3754, 0.2289, 0.2365, 0.2382, 0.5184, 0.4253, 0.2474, 0.2324, 0.2666, 0.1110, 0.5072],
  "total_charge": 0,
  "homo_ev": -9.5,
  "smiles": "N[C@@H](CC(=O)O)C(=O)N[C@@H](CS)C(=O)O",
  "gap_ha": 0.3586,
  "mol_weight_g_mol": 236.25,
  "energy_ha": -1157.86876,
  "e_above_lowest_kcal_mol": 21.0
}

{
  "formula": "C27H65F4GaN2O13P",
  "method": "the ωB97M-V functional and the def2-TZVPD basis",
  "species": ["O", "N", "O", "Ga", "C", "C", "C", "C", "N", "C", "C", "C", "C", "C", "P", "O", "O", "O", "C", "F", "F", "C", "F", "F", "H", "H", "H", "H", "H", "H", "H", "H", "H", "H", "H", "H", "H", "H", "H", "H", "H", "C", "C", "O", "H", "H", "H", "H", "H", "H", "C", "C", "O", "H", "H", "H", "H", "H", "H", "C", "C", "O", "H", "H", "H", "H", "H", "H", "C", "C", "O", "H", "H", "H", "H", "H", "H", "C", "C", "O", "H", "H", "H", "H", "H", "H", "C", "C", "O", "H", "H", "H", "H", "H", "H", "C", "C", "O", "H", "H", "H", "H", "H", "H", "C", "C", "O", "H", "H", "H", "H", "H", "H"],
  "coordinates": [[1.54, -4.78, 1.84], [2.33, -4.88, 0.91], [2.30, -3.74, 0.20], [2.46, -2.19, 1.30], [0.73, -1.71, 2.36], [-0.64, -1.74, 1.41], [-1.47, -3.16, 1.52], [-1.80, -3.84, 0.03], [-1.04, -5.14, -0.15], [-1.00, -6.41, 0.70], [0.10, -7.41, -0.06], [0.68, -6.70, -1.42], [-0.13, -5.28, -1.36], [4.05, -2.22, 2.62], [5.03, -3.86, 2.68], [6.47, -3.49, 3.29], [4.36, -5.05, 3.81], [5.37, -4.55, 1.10], [2.77, -0.58, -0.03], [1.57, 0.34, -0.04], [3.96, 0.22, 0.35], [2.87, -1.18, -1.58], [4.00, -2.17, -1.70], [3.04, -0.06, -2.57], [0.58, -2.38, 3.33], [0.91, -0.61, 2.78], [-0.29, -1.49, 0.33], [-1.32, -0.85, 1.80], [-2.50, -2.93, 2.02], [-0.90, -3.91, 2.22], [-1.35, -3.06, -0.76], [-2.95, -3.95, -0.13], [-1.58, -6.59, 1.70], [0.45, -8.49, 0.29], [1.45, -7.08, -2.23], [0.00, -4.46, -2.19], [4.78, -1.35, 2.30], [3.62, -2.00, 3.69], [3.47, -5.38, 3.49], [6.30, -4.18, 0.84], [1.82, -1.68, -1.84], [2.00, -0.33, -6.67], [3.09, 0.71, -6.78], [2.77, 1.84, -5.98], [1.04, 0.08, -6.99], [2.23, -1.21, -7.28], [1.87, -0.65, -5.63], [3.20, 1.04, -7.81], [4.05, 0.31, -6.44], [2.68, 1.54, -5.06], [1.28, 3.42, 3.50], [1.28, 2.18, 2.62], [0.28, 1.27, 3.07], [1.48, 3.14, 4.55], [2.05, 4.13, 3.18], [0.31, 3.91, 3.48], [2.25, 1.68, 2.67], [1.07, 2.45, 1.58], [-0.57, 1.73, 3.02], [-2.03, -3.89, -4.56], [-3.09, -3.31, -3.65], [-2.72, -2.01, -3.24], [-1.06, -3.93, -4.05], [-2.30, -4.90, -4.88], [-1.90, -3.26, -5.45], [-3.20, -3.93, -2.75], [-4.06, -3.26, -4.15], [-2.63, -1.46, -4.04], [-5.71, -0.02, 2.58], [-4.22, 0.24, 2.55], [-3.68, -0.17, 1.30], [-5.91, -1.08, 2.43], [-6.14, 0.29, 3.54], [-6.21, 0.52, 1.77], [-3.71, -0.31, 3.34], [-4.00, 1.31, 2.68], [-4.13, 0.34, 0.60], [-3.06, 3.41, -2.29], [-4.09, 2.31, -2.43], [-4.44, 1.81, -1.15], [-2.16, 3.03, -1.79], [-2.77, 3.81, -3.27], [-3.44, 4.23, -1.68], [-3.69, 1.49, -3.03], [-4.99, 2.68, -2.92], [-4.80, 2.55, -0.63], [6.88, 1.06, -2.71], [5.99, 2.28, -2.71], [4.93, 2.10, -3.65], [7.31, 0.89, -3.70], [7.70, 1.18, -1.99], [6.32, 0.16, -2.44], [6.55, 3.17, -3.00], [5.55, 2.45, -1.72], [4.43, 1.31, -3.38], [1.86, 8.08, 4.27], [2.37, 6.84, 4.96], [2.84, 5.91, 3.99], [1.05, 7.84, 3.58], [1.49, 8.81, 5.00], [2.65, 8.55, 3.68], [1.57, 6.36, 5.53], [3.19, 7.07, 5.65], [3.55, 6.34, 3.50], [-8.47, 3.84, 2.32], [-6.97, 4.10, 2.29], [-6.44, 3.69, 1.04], [-8.67, 2.77, 2.17], [-8.90, 4.15, 3.28], [-8.97, 4.38, 1.51], [-6.47, 3.54, 3.08], [-6.76, 5.17, 2.42], [-6.89, 4.20, 0.34]],
  "mulliken_charge": [-0.3217, 0.0017, -0.1707, -0.3312, -0.1403, 0.1556, -0.2478, -0.4230, 0.3600, -0.3893, -0.3832, -0.6511, 0.1041, -0.5307, 0.8266, -0.7389, -0.5485, -0.5222, 0.6202, -0.2557, -0.3284, 0.4743, -0.2895, -0.3328, 0.3019, -0.0106, 0.1421, -0.3811, 0.2250, 0.3028, 0.0539, 0.1215, 0.2985, 0.2279, 0.2769, 0.0833, 0.3031, 0.3176, 0.3784, 0.3142, -0.0037, -0.8528, -0.1948, -0.4970, 0.2532, 0.3250, 0.1858, 0.3026, 0.2292, 0.2618, -1.1120, 0.0618, -0.5149, 0.2743, 0.3228, 0.3512, 0.1769, 0.2059, 0.2059, -0.9295, -0.1941, -0.3939, 0.1548, 0.3110, 0.4065, 0.1690, 0.2967, 0.2465, -1.0999, -0.1899, -0.2577, 0.3082, 0.3418, 0.2184, 0.3350, 0.2372, 0.1673, -0.9979, -0.1576, -0.3922, 0.2125, 0.3632, 0.3062, 0.2097, 0.2418, 0.1861, -0.9229, -0.2089, -0.4638, 0.2758, 0.3456, 0.2063, 0.2725, 0.2463, 0.2861, -1.0421, -0.1915, -0.4574, 0.2745, 0.3284, 0.3181, 0.2676, 0.2543, 0.2423, -1.0217, -0.3029, -0.4219, 0.2588, 0.3404, 0.3341, 0.2507, 0.2960, 0.2614],
  "total_charge": -1,
  "homo_ev": -5.1,
  "gap_ha": 0.2504,
  "mol_weight_g_mol": 802.51,
  "energy_ha": -4820.60616
}